(1)
Entry from OMol25: the molecule C5H7NO in a non-equilibrium geometry (ωB97M-V/def2-TZVPD).

SMILES: CO[C@H]1C[C@H]1C#N
Gap between HOMO and LUMO (eV): 11.2
F_max (eV/Å): 1.13
Molecular weight (g/mol): 97.12
LUMO (eV): 0.86
E_tot (eV): -8834.242

Each line ends with the Löwdin charge.
Geometry (Å):
C: 1.598 -1.107 0.621  -0.081
N: 0.262 3.112 -0.367  0.153
C: -0.314 2.119 -0.511  -0.186
O: 1.087 -0.293 -0.415  -0.128
C: -0.277 -0.408 -0.597  -0.318
C: -1.213 -0.031 0.504  -0.040
C: -1.047 0.887 -0.692  -0.197
H: 2.671 -0.910 0.668  0.094
H: 1.144 -0.848 1.586  0.085
H: 1.428 -2.175 0.425  0.094
H: -0.589 -1.205 -1.274  0.155
H: -0.782 0.313 1.439  0.116
H: -2.150 -0.570 0.598  0.112
H: -1.863 0.951 -1.405  0.141



(2)
Entry from OMol25: a cluster of 3 separate species, C28H53I3N5O4P in total in a non-equilibrium geometry (ωB97M-V/def2-TZVPD).

Gap between HOMO and LUMO (alpha / beta) (eV): 5.2 / 5.9
Multiplicity: 3
F_max (eV/Å): 6.53
Molecular weight (g/mol): 935.45
LUMO (alpha / beta) (eV): 0.08 / -2.51
E_tot (eV): -79119.727

Each line ends with the Löwdin charge.
Geometry (Å):
C: 2.231 0.431 -2.886  -0.186
C: 0.846 -0.010 -3.328  -0.739
I: 1.181 -1.820 -4.483  0.806
C: 0.141 1.096 -4.226  -0.656
I: -0.644 0.391 -6.113  0.837
C: -0.981 1.756 -3.386  -0.514
C: -2.168 0.840 -3.122  -0.134
C: -3.302 1.452 -2.344  -0.233
N: -4.291 0.731 -2.108  0.110
C: -1.490 3.125 -3.995  -0.147
C: -1.001 4.262 -3.095  -0.500
C: -1.787 4.595 -1.811  -0.239
N: -3.050 5.321 -2.081  0.024
P: -0.656 5.734 -4.210  0.579
O: -2.053 6.588 -4.321  -0.378
I: 0.789 7.265 -2.910  0.317
C: 0.265 3.544 -2.513  -0.491
O: 1.321 3.942 -2.389  0.150
N: -0.251 2.228 -2.213  0.099
H: 2.657 -0.353 -2.269  0.065
H: 2.861 0.624 -3.743  0.072
H: 2.178 1.319 -2.267  0.054
H: 0.236 -0.277 -2.484  0.057
H: 0.891 1.838 -4.465  0.079
H: -1.877 -0.054 -2.578  0.121
H: -2.568 0.558 -4.088  0.067
H: -3.307 2.478 -1.987  0.088
H: -4.967 1.282 -1.579  0.053
H: -0.955 3.160 -4.953  0.063
H: -2.521 3.176 -4.334  0.124
H: -2.022 3.722 -1.206  0.097
H: -1.127 5.206 -1.198  0.104
H: -3.098 6.094 -1.429  0.084
H: -3.833 4.717 -1.861  0.065
H: -2.829 6.008 -4.325  0.041
H: -0.691 2.074 -1.317  0.131
C: 0.057 -6.060 2.094  -0.036
C: 0.289 -4.590 1.684  -0.491
C: -1.030 -3.985 1.198  -0.133
C: -1.467 -4.540 -0.156  -0.170
C: -0.360 -4.367 -1.195  -0.131
C: 1.009 -4.890 -0.746  -0.486
N: 1.355 -4.485 0.648  -0.080
O: 1.798 -3.275 0.634  -0.017
C: 1.055 -6.428 -0.870  -0.034
C: 2.057 -4.398 -1.741  -0.075
C: 0.718 -3.901 2.978  -0.044
H: -0.511 -6.105 3.024  0.085
H: -0.521 -6.632 1.373  0.057
H: 1.005 -6.573 2.263  0.094
H: -0.931 -2.897 1.118  0.122
H: -1.812 -4.167 1.939  0.125
H: -1.752 -5.593 -0.072  0.103
H: -2.363 -4.014 -0.493  0.114
H: -0.650 -4.862 -2.124  0.126
H: -0.278 -3.300 -1.431  0.110
H: 1.977 -6.823 -0.439  0.093
H: 1.033 -6.724 -1.919  0.085
H: 0.213 -6.933 -0.402  0.059
H: 2.045 -3.315 -1.851  0.027
H: 1.867 -4.811 -2.731  0.075
H: 3.062 -4.702 -1.441  0.094
H: 1.659 -4.313 3.347  0.096
H: -0.039 -4.051 3.748  0.089
H: 0.839 -2.827 2.856  0.050
C: 2.877 1.666 2.563  -0.028
C: 1.443 2.149 2.264  -0.487
C: 1.138 3.380 3.120  -0.133
C: 0.966 3.039 4.597  -0.173
C: -0.097 1.956 4.781  -0.132
C: 0.107 0.716 3.902  -0.485
N: 0.448 1.060 2.490  -0.072
O: -0.637 1.354 1.857  -0.030
C: 1.208 -0.184 4.500  -0.026
C: -1.162 -0.134 3.977  -0.041
C: 1.476 2.547 0.795  -0.047
H: 3.603 2.360 2.141  0.088
H: 3.111 1.611 3.624  0.058
H: 3.060 0.687 2.118  0.097
H: 0.222 3.863 2.761  0.125
H: 1.937 4.115 3.001  0.127
H: 1.915 2.723 5.038  0.104
H: 0.666 3.935 5.144  0.113
H: -0.130 1.653 5.829  0.125
H: -1.074 2.398 4.559  0.123
H: 1.449 -1.005 3.821  0.075
H: 0.869 -0.626 5.437  0.088
H: 2.128 0.345 4.739  0.063
H: -2.053 0.428 3.697  0.080
H: -1.314 -0.481 4.999  0.089
H: -1.093 -1.009 3.331  0.078
H: 1.694 1.690 0.156  0.087
H: 2.250 3.294 0.621  0.095
H: 0.538 2.992 0.462  0.063



(3)
Entry from OMol25: a cluster of 10 separate species, C37H73N5O9 in total in a non-equilibrium geometry (ωB97M-V/def2-TZVPD).

SMILES: CNC(C)=O.CNC(C)=O.CNC(C)=O.CNC(C)=O.c1ccncc1.C1CCOC1.C1CCOC1.C1CCOC1.C1CCOC1.C1CCOC1
Gap between HOMO and LUMO (eV): 9.7
F_max (eV/Å): 2.48
Molecular weight (g/mol): 732.02
LUMO (eV): 0.28
E_tot (eV): -65429.047

Each line ends with the Löwdin charge.
Geometry (Å):
C: 2.574 5.237 0.695  -0.162
C: 2.890 3.949 1.408  -0.190
C: 3.695 4.414 2.609  -0.199
O: 4.540 5.419 2.044  -0.155
C: 3.731 6.189 1.137  -0.168
H: 1.602 5.627 0.991  0.098
H: 2.658 5.141 -0.388  0.107
H: 3.304 3.188 0.747  0.112
H: 1.970 3.465 1.769  0.091
H: 4.188 3.579 3.106  0.120
H: 3.084 4.916 3.370  0.116
H: 4.419 6.385 0.320  0.118
H: 3.306 7.038 1.679  0.115
C: -1.218 4.492 2.445  -0.184
C: -0.606 4.019 3.753  -0.163
C: -1.814 3.859 4.695  -0.198
O: -2.976 4.144 3.928  -0.144
C: -2.638 3.986 2.542  -0.202
H: -0.753 4.115 1.532  0.101
H: -1.220 5.583 2.396  0.116
H: 0.234 4.683 3.957  0.103
H: -0.182 3.019 3.609  0.098
H: -1.762 4.510 5.571  0.114
H: -1.850 2.849 5.118  0.112
H: -3.401 4.530 1.985  0.121
H: -2.734 2.923 2.282  0.110
C: 0.178 1.306 -0.758  -0.127
C: 0.631 0.769 0.615  -0.165
C: 0.277 -0.713 0.560  -0.224
O: 0.636 -1.056 -0.750  -0.136
C: 0.217 -0.006 -1.586  -0.200
H: 1.028 1.923 -1.056  0.106
H: -0.749 1.859 -0.755  0.082
H: 0.179 1.309 1.454  0.102
H: 1.704 0.817 0.820  0.095
H: -0.797 -0.840 0.779  0.118
H: 0.760 -1.245 1.382  0.104
H: -0.784 -0.236 -1.998  0.109
H: 0.748 0.080 -2.538  0.105
C: 1.275 -0.663 -7.343  -0.165
C: 2.270 -1.426 -6.482  -0.169
C: 2.204 -0.667 -5.153  -0.223
O: 2.046 0.686 -5.532  -0.152
C: 1.266 0.769 -6.730  -0.174
H: 0.274 -1.095 -7.253  0.104
H: 1.532 -0.707 -8.400  0.103
H: 3.265 -1.295 -6.905  0.114
H: 1.957 -2.461 -6.352  0.110
H: 3.138 -0.754 -4.601  0.119
H: 1.354 -1.031 -4.563  0.107
H: 1.743 1.447 -7.439  0.113
H: 0.295 1.166 -6.433  0.113
C: -2.779 -3.534 -3.165  -0.180
C: -4.028 -3.847 -3.987  -0.150
C: -4.952 -2.798 -3.342  -0.222
O: -4.703 -2.966 -1.967  -0.139
C: -3.292 -3.050 -1.790  -0.209
H: -2.220 -2.757 -3.702  0.103
H: -2.002 -4.306 -3.154  0.104
H: -4.397 -4.855 -3.829  0.113
H: -3.887 -3.569 -5.033  0.110
H: -5.990 -3.050 -3.581  0.119
H: -4.823 -1.757 -3.661  0.122
H: -3.012 -3.727 -0.986  0.081
H: -2.768 -2.113 -1.558  0.110
C: -4.152 -2.050 1.472  0.010
C: -4.216 -0.686 2.124  -0.548
O: -3.270 0.087 2.079  0.027
N: -5.381 -0.346 2.714  0.001
C: -5.629 0.867 3.458  -0.074
H: -4.339 -1.967 0.401  0.068
H: -4.757 -2.836 1.918  0.084
H: -3.107 -2.354 1.555  0.067
H: -6.184 -0.938 2.599  0.129
H: -6.674 0.909 3.752  0.081
H: -5.362 1.758 2.887  0.080
H: -5.053 0.924 4.386  0.086
C: 2.720 -1.996 3.959  0.003
C: 3.482 -3.157 4.572  -0.545
O: 3.516 -4.254 4.038  0.026
N: 4.218 -2.829 5.655  0.010
C: 5.112 -3.774 6.282  -0.072
H: 2.534 -1.190 4.672  0.078
H: 1.705 -2.285 3.686  0.062
H: 3.247 -1.672 3.064  0.080
H: 4.026 -1.958 6.114  0.130
H: 4.966 -4.799 5.954  0.082
H: 5.011 -3.716 7.365  0.083
H: 6.167 -3.590 6.054  0.084
C: -1.735 3.207 -2.889  -0.009
C: -2.573 3.933 -3.923  -0.557
O: -2.067 4.247 -4.988  0.037
N: -3.850 4.208 -3.569  0.001
C: -4.808 4.703 -4.531  -0.072
H: -2.223 3.202 -1.913  0.067
H: -0.815 3.785 -2.779  0.092
H: -1.392 2.239 -3.245  0.082
H: -4.151 3.764 -2.719  0.126
H: -5.511 3.936 -4.862  0.082
H: -4.286 5.145 -5.372  0.082
H: -5.428 5.478 -4.072  0.079
C: 4.104 -1.023 -0.570  0.000
C: 5.454 -1.656 -0.338  -0.558
O: 6.495 -1.028 -0.492  0.026
N: 5.460 -2.925 0.122  0.010
C: 4.352 -3.784 0.492  -0.074
H: 3.614 -1.563 -1.388  0.085
H: 4.233 -0.025 -0.982  0.085
H: 3.498 -1.006 0.332  0.067
H: 6.389 -3.295 0.251  0.137
H: 4.738 -4.801 0.567  0.091
H: 3.607 -3.826 -0.303  0.076
H: 3.920 -3.565 1.469  0.060
N: -1.787 -4.823 0.903  0.057
C: -0.717 -4.329 0.273  -0.147
C: 0.487 -4.081 0.901  -0.063
C: 0.585 -4.354 2.266  -0.072
C: -0.492 -4.911 2.927  -0.055
C: -1.669 -5.075 2.203  -0.157
H: -0.793 -4.258 -0.807  0.100
H: 1.350 -3.678 0.391  0.088
H: 1.570 -4.209 2.689  0.071
H: -0.417 -5.191 3.969  0.104
H: -2.556 -5.452 2.702  0.103



- Look up the E_tot of the second one.
  -79119.727 eV



- Which of these has the lowest molecular weight?
  C5H7NO